P:
Here is a molecular structure, C45H45CuN2O2P2Te4 from the OMol25 dataset. Energies are from ωB97M-V/def2-TZVPD.

XYZ file:
```
101
Properties=species:S:1:pos:R:3:mulliken_charge:R:1
Cu 0.452 0.085 -0.053 0.01
C -7.853 -0.741 -0.960 -1.80
C -6.884 -0.688 0.235 1.91
C -7.690 -0.727 1.542 -1.75
C -6.085 0.606 0.158 0.65
C -6.710 1.852 0.110 -0.40
C -5.972 3.019 -0.005 -1.44
C -4.586 2.962 -0.094 0.16
C -3.914 1.747 -0.045 -0.79
P -2.096 1.497 -0.130 1.50
C -1.684 1.908 -1.850 2.14
C -2.637 2.045 -2.872 -1.10
C -2.257 2.025 -4.210 -0.63
C -0.930 1.897 -4.586 -0.89
C 0.033 1.779 -3.586 -0.86
C -0.334 1.795 -2.255 0.16
C -1.350 2.031 1.351 1.78
C -0.802 0.825 2.121 0.53
C -0.566 1.206 3.567 -1.09
C -0.492 2.484 3.989 -0.95
C -0.843 3.593 3.155 -1.28
C -1.305 3.326 1.892 -1.45
C -4.702 0.604 0.104 -0.55
O -3.976 -0.549 0.183 -0.36
C -4.571 -1.761 0.163 -0.70
C -3.666 -2.835 0.078 0.55
C -4.235 -4.097 -0.069 -0.11
C -5.610 -4.277 -0.034 -1.66
C -6.455 -3.191 0.104 -0.37
C -5.957 -1.897 0.174 0.44
P -1.841 -2.340 -0.018 0.68
C -1.100 -3.251 1.422 0.82
C -0.294 -2.557 2.347 0.54
C -0.002 -3.149 3.569 -0.96
C -0.463 -4.409 3.901 -0.70
C -1.275 -5.090 3.008 -0.84
C -1.603 -4.503 1.797 -1.33
C -1.655 -3.266 -1.619 0.75
C -1.320 -4.599 -1.835 -0.01
C -1.387 -5.140 -3.113 -0.69
C -1.786 -4.364 -4.190 -0.55
C -2.130 -3.031 -3.985 -0.59
C -2.067 -2.491 -2.711 -0.73
H -8.535 0.111 -0.940 0.38
H -8.453 -1.652 -0.934 0.41
H -7.301 -0.719 -1.900 0.38
H -8.372 0.124 1.598 0.38
H -7.024 -0.689 2.405 0.38
H -8.280 -1.644 1.602 0.39
H -7.791 1.911 0.160 0.35
H -6.480 3.975 -0.039 0.38
H -4.018 3.879 -0.206 0.42
H -3.689 2.130 -2.628 0.35
H -3.025 2.118 -4.970 0.39
H -0.650 1.874 -5.631 0.37
H 1.079 1.654 -3.842 0.49
H 0.445 1.670 -1.499 -1.30
H -1.447 -0.062 2.009 0.63
H -0.430 0.394 4.273 0.33
H -0.227 2.677 5.027 0.33
H -0.856 4.604 3.548 0.53
H -1.677 4.161 1.299 0.47
H -3.612 -4.959 -0.253 0.47
H -6.025 -5.272 -0.135 0.38
H -7.527 -3.354 0.119 0.35
H 0.049 -1.536 2.147 0.65
H 0.612 -2.592 4.267 0.48
H -0.211 -4.849 4.859 0.37
H -1.663 -6.072 3.252 0.41
H -2.225 -5.063 1.125 -0.03
H -1.005 -5.220 -1.006 0.38
H -1.114 -6.178 -3.264 0.40
H -1.823 -4.792 -5.183 0.36
H -2.436 -2.406 -4.813 0.46
H -2.326 -1.446 -2.562 0.28
Te 3.467 0.103 0.087 -0.13
Te 4.940 -2.021 -0.578 -0.22
Te 3.559 -3.844 0.968 -0.22
Te 1.231 -3.081 -0.090 0.22
C 1.206 5.697 -0.057 -0.95
C 0.647 4.300 -0.414 1.18
N 1.596 3.256 -0.083 0.25
C 2.794 3.483 -0.885 -0.31
C 3.437 4.848 -0.538 -0.71
N 2.577 5.483 0.517 0.00
C 2.508 4.607 1.749 -1.10
C 1.909 3.248 1.341 0.61
H 0.611 6.193 0.709 0.43
H 1.318 6.363 -0.913 0.30
H 0.381 4.228 -1.470 0.61
H -0.253 4.128 0.162 -1.46
H 2.530 3.417 -1.942 0.33
H 3.518 2.696 -0.695 -0.01
H 3.479 5.544 -1.376 0.29
H 4.436 4.734 -0.116 0.36
H 2.974 6.378 0.784 0.26
H 1.889 5.135 2.476 0.46
H 3.528 4.527 2.125 0.28
H 1.005 3.024 1.901 -0.92
H 2.602 2.434 1.544 0.59
O 0.369 0.563 1.792 -0.23
```

Computed properties:
Orbital gap (alpha / beta) in eV: 4.06 / 4.06
Net charge: -1
HOMO energy (alpha / beta) in eV: -2.791 / -2.791
LUMO energy (alpha / beta) in Eh: 0.0468 / 0.0468
2S+1: 2
Molecular weight in g/mol: 1281.8

Q:
Here is a molecular structure, C45H45CuN2O2P2Te4 from the OMol25 dataset. Energies are from ωB97M-V/def2-TZVPD.

XYZ file:
```
101
Properties=species:S:1:pos:R:3:mulliken_charge:R:1
Cu -0.477 -1.438 -1.911 0.09
C 3.948 3.522 4.006 -1.84
C 2.707 3.486 3.099 2.00
C 1.810 4.696 3.414 -1.62
C 1.924 2.205 3.354 0.85
C 1.548 1.851 4.647 -0.51
C 0.797 0.715 4.890 -1.57
C 0.414 -0.096 3.831 0.20
C 0.775 0.200 2.523 0.30
P 0.170 -0.735 1.027 0.99
C 0.345 -2.483 1.579 0.61
C 1.133 -2.950 2.633 -0.71
C 1.291 -4.313 2.862 -0.74
C 0.682 -5.243 2.036 -0.64
C -0.084 -4.796 0.965 -0.71
C -0.247 -3.440 0.745 -0.07
C -1.579 -0.375 1.044 1.14
C -2.009 0.410 -0.177 0.03
C -3.417 0.917 0.022 -1.38
C -4.218 0.546 1.051 -1.02
C -3.794 -0.340 2.082 -0.46
C -2.453 -0.734 2.050 -0.49
C 1.515 1.370 2.321 -1.01
O 1.783 1.669 1.011 -0.11
C 2.654 2.661 0.694 -0.33
C 3.028 2.714 -0.653 0.50
C 3.930 3.696 -1.042 -0.33
C 4.415 4.617 -0.126 -1.52
C 4.015 4.542 1.196 -0.47
C 3.140 3.558 1.642 0.68
P 2.323 1.434 -1.790 -0.01
C 1.197 2.454 -2.799 0.35
C -0.127 2.021 -2.829 -0.16
C -1.070 2.681 -3.606 -0.57
C -0.701 3.791 -4.350 -0.59
C 0.607 4.254 -4.295 -0.79
C 1.548 3.596 -3.519 0.01
C 3.834 1.178 -2.811 0.01
C 4.097 1.648 -4.094 0.42
C 5.287 1.329 -4.738 -0.66
C 6.235 0.537 -4.112 -0.52
C 5.982 0.049 -2.836 -0.63
C 4.790 0.357 -2.204 -0.74
H 3.663 3.478 5.058 0.40
H 4.515 4.442 3.860 0.39
H 4.602 2.676 3.793 0.40
H 1.489 4.673 4.457 0.40
H 0.921 4.686 2.782 0.37
H 2.348 5.630 3.236 0.40
H 1.833 2.484 5.479 0.32
H 0.499 0.466 5.901 0.39
H -0.188 -0.974 4.026 0.46
H 1.648 -2.252 3.279 0.45
H 1.904 -4.646 3.692 0.40
H 0.815 -6.304 2.211 0.37
H -0.541 -5.504 0.283 0.53
H -0.846 -3.116 -0.102 -0.48
H -1.341 1.284 -0.314 0.51
H -3.793 1.595 -0.739 0.38
H -5.229 0.954 1.092 0.39
H -4.401 -0.502 2.968 0.57
H -2.079 -1.361 2.860 0.01
H 4.270 3.722 -2.070 0.36
H 5.111 5.386 -0.439 0.38
H 4.398 5.268 1.904 0.32
H -0.438 1.151 -2.254 0.52
H -2.087 2.310 -3.620 0.55
H -1.428 4.304 -4.968 0.38
H 0.897 5.133 -4.859 0.40
H 2.555 3.990 -3.468 0.30
H 3.360 2.240 -4.619 0.41
H 5.463 1.694 -5.743 0.41
H 7.158 0.285 -4.620 0.36
H 6.704 -0.588 -2.341 0.40
H 4.588 -0.049 -1.218 0.37
Te -1.728 -3.361 -3.515 -0.17
Te -0.806 -3.944 -5.990 -0.16
Te -0.126 -1.435 -6.808 -0.15
Te 1.322 -0.624 -4.805 0.14
C -4.873 -3.543 1.573 -0.95
C -3.486 -3.775 0.943 0.75
N -3.569 -3.758 -0.511 0.21
C -4.429 -4.830 -0.968 -0.76
C -5.864 -4.633 -0.405 -0.55
N -5.849 -3.395 0.445 -0.05
C -5.479 -2.193 -0.392 -0.76
C -4.072 -2.460 -0.962 0.76
H -4.887 -2.601 2.125 0.39
H -5.221 -4.373 2.191 0.22
H -3.067 -4.728 1.269 0.78
H -2.823 -2.976 1.265 -1.40
H -4.024 -5.789 -0.642 0.41
H -4.438 -4.822 -2.057 0.41
H -6.192 -5.457 0.229 0.32
H -6.604 -4.469 -1.188 0.36
H -6.774 -3.247 0.835 0.30
H -5.474 -1.323 0.264 0.27
H -6.250 -2.103 -1.157 0.17
H -3.373 -1.671 -0.673 -1.00
H -4.091 -2.451 -2.051 0.65
O -1.941 -0.359 -1.351 -1.00
```

Computed properties:
Orbital gap (alpha / beta) in eV: 4.21 / 3.83
Net charge: -1
HOMO energy (alpha / beta) in eV: -2.741 / -2.740
LUMO energy (alpha / beta) in Eh: 0.0540 / 0.0399
2S+1: 2
Molecular weight in g/mol: 1281.8

Calculated relative energies: P 0.1214; Q 0.0000, given in hartree